#one
{
  "formula": "C54H114N6O6",
  "method": "the ωB97M-V functional and the def2-TZVPD basis",
  "homo_energy_ev": -7.74,
  "smiles": "CC1(C)CCCC(C)(C)N1O.CC1(C)CCCC(C)(C)N1O.CC1(C)CCCC(C)(C)N1O.CC1(C)CCCC(C)(C)N1O.CC1(C)CCCC(C)(C)N1O.CC1(C)CCCC(C)(C)N1O",
  "multiplicity": 1,
  "orbital_gap_ev": 8.13,
  "e_lumo_ev": 0.396,
  "species": ["C", "C", "C", "C", "C", "C", "C", "C", "C", "N", "O", "H", "H", "H", "H", "H", "H", "H", "H", "H", "H", "H", "H", "H", "H", "H", "H", "H", "H", "H", "C", "C", "C", "C", "C", "C", "C", "C", "C", "N", "O", "H", "H", "H", "H", "H", "H", "H", "H", "H", "H", "H", "H", "H", "H", "H", "H", "H", "H", "H", "C", "C", "C", "C", "C", "C", "C", "C", "C", "N", "O", "H", "H", "H", "H", "H", "H", "H", "H", "H", "H", "H", "H", "H", "H", "H", "H", "H", "H", "H", "C", "C", "C", "C", "C", "C", "C", "C", "C", "N", "O", "H", "H", "H", "H", "H", "H", "H", "H", "H", "H", "H", "H", "H", "H", "H", "H", "H", "H", "H", "C", "C", "C", "C", "C", "C", "C", "C", "C", "N", "O", "H", "H", "H", "H", "H", "H", "H", "H", "H", "H", "H", "H", "H", "H", "H", "H", "H", "H", "H", "C", "C", "C", "C", "C", "C", "C", "C", "C", "N", "O", "H", "H", "H", "H", "H", "H", "H", "H", "H", "H", "H", "H", "H", "H", "H", "H", "H", "H", "H"],
  "coordinates": [[-10.29357, 14.90201, 5.74628], [-10.30978, 14.53623, 7.26534], [-9.25908, 15.42949, 8.02249], [-11.73834, 14.87643, 7.71436], [-12.13025, 14.15601, 9.00174], [-12.14205, 12.62260, 8.72144], [-10.71178, 12.19372, 8.34961], [-9.83873, 11.91178, 9.57239], [-10.93949, 10.91107, 7.51411], [-9.97450, 13.14484, 7.46139], [-8.72783, 12.71699, 7.02652], [-10.29339, 15.98188, 5.55289], [-9.42989, 14.58029, 5.15936], [-11.19163, 14.62451, 5.18795], [-8.22427, 15.17706, 7.78520], [-9.45160, 16.49409, 7.91347], [-9.27843, 15.07682, 9.05860], [-11.62839, 15.92897, 7.99289], [-12.50268, 14.78089, 6.94606], [-11.35382, 14.40276, 9.73188], [-13.06468, 14.42884, 9.49378], [-12.93281, 12.38791, 8.01179], [-12.46945, 12.30969, 9.71579], [-9.44573, 12.86851, 9.92187], [-8.97651, 11.29155, 9.32857], [-10.36121, 11.46437, 10.41952], [-10.02600, 10.41109, 7.19050], [-11.64448, 11.08172, 6.70410], [-11.39849, 10.24045, 8.24957], [-8.92214, 12.35386, 6.15074], [-23.25833, 8.60685, 5.20692], [-23.30978, 9.62022, 6.38539], [-24.52005, 10.54994, 6.22987], [-23.49982, 8.84984, 7.70917], [-22.29886, 8.06913, 8.22905], [-21.17341, 9.07558, 8.32045], [-20.78946, 9.73999, 7.00101], [-19.74575, 10.86511, 7.15561], [-20.15222, 8.62641, 6.11814], [-22.02751, 10.31876, 6.44676], [-21.76282, 11.20135, 5.38651], [-23.17968, 7.57314, 5.56222], [-24.26073, 8.47549, 4.78389], [-22.48266, 8.82859, 4.48151], [-25.44420, 9.98822, 6.09170], [-24.76132, 11.09796, 7.14633], [-24.33536, 11.27032, 5.43417], [-23.63827, 9.69413, 8.40459], [-24.47090, 8.37579, 7.87345], [-22.57538, 7.54767, 9.14242], [-22.05466, 7.32372, 7.46841], [-20.26762, 8.54246, 8.64983], [-21.26865, 9.69147, 9.22171], [-19.36551, 11.21806, 6.19880], [-18.87564, 10.38078, 7.60596], [-20.15948, 11.69207, 7.72886], [-19.78523, 8.97567, 5.14722], [-20.73458, 7.71706, 6.01993], [-19.14899, 8.40619, 6.50483], [-22.02210, 12.06475, 5.72574], [-16.40609, 9.45315, 9.61602], [-16.49834, 10.34698, 10.87107], [-16.02420, 11.72028, 10.40344], [-18.01833, 10.42942, 11.32305], [-18.27681, 11.01372, 12.72841], [-17.44628, 10.13246, 13.63469], [-15.95330, 10.22373, 13.35756], [-15.36590, 11.57178, 13.77837], [-15.18393, 9.24924, 14.30414], [-15.72303, 9.79405, 11.97742], [-14.32360, 9.91023, 11.69783], [-15.34260, 9.21802, 9.56049], [-17.14776, 8.67168, 9.44506], [-16.62051, 10.06825, 8.73733], [-14.94236, 11.69760, 10.28656], [-16.55928, 12.16643, 9.56565], [-16.24544, 12.48095, 11.16242], [-18.47847, 11.09996, 10.58603], [-18.57155, 9.50359, 11.15724], [-17.90976, 12.02695, 12.89497], [-19.33698, 10.92047, 12.96014], [-17.79358, 9.09699, 13.61493], [-17.64336, 10.49505, 14.65090], [-15.68083, 12.41936, 13.16306], [-14.27977, 11.62542, 13.67943], [-15.59537, 11.78404, 14.81893], [-15.25991, 9.61542, 15.32862], [-14.13362, 9.24224, 14.02001], [-15.55384, 8.22207, 14.32318], [-14.11552, 9.04453, 11.33021], [-12.93657, 4.20506, 7.57416], [-14.28510, 3.72763, 6.92881], [-14.14321, 2.37508, 6.19395], [-15.36111, 3.55768, 8.02000], [-15.88897, 4.88661, 8.53133], [-16.46891, 5.66141, 7.37311], [-15.56182, 5.91796, 6.14485], [-16.53094, 6.21081, 4.99321], [-14.60974, 7.09066, 6.48162], [-14.72805, 4.72670, 5.94569], [-14.16986, 4.61961, 4.64378], [-12.97998, 5.16246, 8.09493], [-12.45929, 3.54093, 8.29887], [-12.22108, 4.35216, 6.76074], [-14.97650, 2.10829, 5.55010], [-13.21150, 2.34525, 5.62453], [-13.95793, 1.57410, 6.91560], [-16.12506, 2.87849, 7.64240], [-14.84865, 3.10631, 8.87418], [-16.66797, 4.77580, 9.28675], [-15.10349, 5.51479, 8.96348], [-16.75670, 6.64591, 7.75441], [-17.36481, 5.12255, 7.05759], [-16.47245, 7.26624, 4.70460], [-17.57485, 5.95281, 5.14289], [-16.21626, 5.79341, 4.03313], [-13.72098, 6.96810, 7.10476], [-15.08249, 7.89562, 7.05822], [-14.21255, 7.60584, 5.59937], [-13.60401, 5.40813, 4.67083], [-15.27924, 13.18953, 17.22621], [-16.10678, 13.72758, 18.43644], [-16.10010, 12.59452, 19.48990], [-15.29831, 14.89816, 19.03876], [-15.21579, 16.08243, 18.11432], [-16.63404, 16.56581, 17.89877], [-17.70473, 15.51500, 17.49921], [-19.05133, 16.08990, 17.96757], [-17.64716, 15.48487, 15.92637], [-17.44574, 14.24045, 18.15598], [-18.36803, 13.23870, 17.76929], [-15.64308, 12.22885, 16.86051], [-15.33912, 13.87708, 16.38478], [-14.24482, 13.02857, 17.52983], [-16.05527, 11.62960, 18.98141], [-15.25880, 12.55283, 20.18142], [-17.01745, 12.64536, 20.07856], [-15.63313, 15.31945, 19.99485], [-14.30144, 14.57147, 19.35610], [-14.51946, 16.78878, 18.57310], [-14.71809, 15.82306, 17.17409], [-16.49301, 17.26108, 17.06874], [-16.94320, 17.09319, 18.80363], [-19.84957, 15.37438, 17.75325], [-19.27096, 17.08738, 17.59516], [-19.10846, 16.11723, 19.06037], [-16.80355, 14.87199, 15.59881], [-17.58334, 16.45938, 15.45265], [-18.45766, 14.86718, 15.52922], [-18.93955, 13.19766, 18.54343], [-24.39619, 8.39649, 14.20467], [-24.26164, 9.01080, 12.80304], [-23.16026, 8.29535, 12.03206], [-25.48130, 8.76377, 11.82712], [-26.71753, 9.60963, 12.14438], [-26.35302, 11.07269, 12.11514], [-25.04006, 11.49401, 12.78215], [-24.54839, 12.73542, 12.04394], [-25.36786, 11.85029, 14.28445], [-24.01704, 10.46907, 12.67927], [-22.75900, 10.87874, 13.18850], [-25.06390, 9.02832, 14.79301], [-24.89847, 7.42895, 14.20961], [-23.37895, 8.33952, 14.58716], [-23.16015, 8.62433, 10.99237], [-22.17551, 8.52827, 12.44520], [-23.36723, 7.22616, 11.97428], [-25.13120, 8.94997, 10.81415], [-25.83990, 7.73789, 11.94603], [-27.42319, 9.51536, 11.31587], [-27.13249, 9.18650, 13.06011], [-27.14386, 11.62380, 12.64507], [-26.56433, 11.58368, 11.17083], [-25.24555, 13.58046, 12.03589], [-24.52239, 12.59409, 10.95611], [-23.56232, 13.11390, 12.30879], [-24.49590, 11.56129, 14.86916], [-26.29311, 11.33359, 14.52115], [-25.45164, 12.93460, 14.33801], [-22.13398, 10.44613, 12.59808]],
  "mulliken_charge": [-1.87, 1.21, -1.69, -1.01, -1.15, -0.69, 1.64, -1.69, -1.99, 0.56, -0.48, 0.41, 0.38, 0.39, 0.37, 0.44, 0.39, 0.44, 0.39, 0.36, 0.45, 0.38, 0.10, 0.37, 0.39, 0.30, 0.45, 0.41, 0.38, 0.36, -1.76, 1.89, -1.85, -1.46, -1.06, -1.03, 1.90, -1.90, -1.81, 0.38, -0.50, 0.36, 0.42, 0.28, 0.40, 0.30, 0.49, 0.19, 0.71, 0.44, 0.44, 0.28, 0.48, 0.36, 0.16, 0.54, 0.42, 0.31, 0.34, 0.35, -2.12, 3.01, -2.19, -1.48, -0.48, -1.37, 1.76, -1.26, -1.94, -0.03, -0.47, 0.39, 0.22, 0.26, 0.37, 0.50, 0.45, 0.33, 0.52, 0.31, 0.18, 0.35, 0.40, 0.31, 0.47, 0.02, 0.34, 0.46, 0.40, 0.38, -1.72, 1.36, -1.85, -1.16, -0.81, -0.96, 1.84, -1.73, -1.63, 0.45, -0.48, 0.29, 0.42, 0.36, 0.41, 0.39, 0.41, 0.37, 0.47, 0.39, 0.33, -0.07, 0.51, 0.39, 0.33, 0.34, 0.22, 0.24, 0.51, 0.37, -1.93, 1.87, -1.84, -1.50, -0.70, -1.13, 1.51, -1.93, -1.46, 0.26, -0.42, 0.30, 0.45, 0.34, 0.33, 0.38, 0.39, 0.36, 0.57, 0.41, 0.33, 0.30, 0.39, 0.39, 0.37, 0.48, 0.29, 0.42, 0.35, 0.34, -1.87, 1.75, -2.39, -0.71, -0.74, -1.51, 1.59, -1.95, -1.73, 0.80, -0.49, 0.40, 0.36, 0.37, 0.32, 0.37, 0.52, -0.03, 0.49, 0.38, 0.36, 0.44, 0.51, 0.50, 0.35, 0.37, 0.31, 0.40, 0.47, 0.30]
}

#two
{
  "formula": "C54H114N6O6",
  "method": "the ωB97M-V functional and the def2-TZVPD basis",
  "homo_energy_ev": -7.90,
  "smiles": "CC1(C)CCCC(C)(C)N1O.CC1(C)CCCC(C)(C)N1O.CC1(C)CCCC(C)(C)N1O.CC1(C)CCCC(C)(C)N1O.CC1(C)CCCC(C)(C)N1O.CC1(C)CCCC(C)(C)N1O",
  "multiplicity": 1,
  "orbital_gap_ev": 8.33,
  "e_lumo_ev": 0.427,
  "species": ["C", "C", "C", "C", "C", "C", "C", "C", "C", "N", "O", "H", "H", "H", "H", "H", "H", "H", "H", "H", "H", "H", "H", "H", "H", "H", "H", "H", "H", "H", "C", "C", "C", "C", "C", "C", "C", "C", "C", "N", "O", "H", "H", "H", "H", "H", "H", "H", "H", "H", "H", "H", "H", "H", "H", "H", "H", "H", "H", "H", "C", "C", "C", "C", "C", "C", "C", "C", "C", "N", "O", "H", "H", "H", "H", "H", "H", "H", "H", "H", "H", "H", "H", "H", "H", "H", "H", "H", "H", "H", "C", "C", "C", "C", "C", "C", "C", "C", "C", "N", "O", "H", "H", "H", "H", "H", "H", "H", "H", "H", "H", "H", "H", "H", "H", "H", "H", "H", "H", "H", "C", "C", "C", "C", "C", "C", "C", "C", "C", "N", "O", "H", "H", "H", "H", "H", "H", "H", "H", "H", "H", "H", "H", "H", "H", "H", "H", "H", "H", "H", "C", "C", "C", "C", "C", "C", "C", "C", "C", "N", "O", "H", "H", "H", "H", "H", "H", "H", "H", "H", "H", "H", "H", "H", "H", "H", "H", "H", "H", "H"],
  "coordinates": [[2.66081, 2.11322, 7.57405], [2.00931, 1.39350, 6.40333], [0.54168, 1.09238, 6.79722], [1.95928, 2.35217, 5.22129], [1.66513, 1.72032, 3.87646], [2.55715, 0.49764, 3.61283], [2.58171, -0.48922, 4.77729], [1.31252, -1.36318, 4.72930], [3.77375, -1.41162, 4.52120], [2.76705, 0.23442, 6.01239], [3.02474, -0.62682, 7.10807], [2.28607, 3.13245, 7.66008], [2.49557, 1.56833, 8.50321], [3.73961, 2.18513, 7.40899], [0.49330, 0.18640, 7.41259], [0.12162, 1.89577, 7.40732], [-0.11659, 0.90188, 5.95098], [1.22925, 3.14480, 5.43432], [2.87258, 2.95938, 5.13309], [0.59557, 1.53311, 3.76037], [1.91199, 2.42544, 3.07574], [3.56581, 0.92034, 3.58257], [2.19005, 0.09603, 2.67122], [0.41665, -0.75498, 4.86543], [1.29473, -2.12670, 5.50525], [1.20898, -1.78703, 3.72779], [4.72206, -0.94878, 4.82664], [3.89357, -1.70569, 3.48010], [3.73537, -2.33254, 5.11332], [3.98216, -0.72393, 7.10738], [-1.51890, 0.04424, 1.43378], [-1.15950, 0.06734, -0.04209], [-0.48738, -1.23860, -0.47949], [-2.41772, 0.22191, -0.89355], [-2.87271, 1.64971, -1.11268], [-1.72514, 2.54579, -1.62364], [-0.53114, 2.52772, -0.68096], [0.67413, 3.09760, -1.44750], [-0.78146, 3.41861, 0.53484], [-0.21270, 1.13923, -0.38829], [0.95510, 1.01290, 0.39403], [-2.24753, -0.74425, 1.63082], [-0.64913, -0.09166, 2.07912], [-1.98238, 0.98966, 1.72005], [0.34547, -1.46538, 0.19061], [-1.20024, -2.06316, -0.41748], [-0.08962, -1.13893, -1.48895], [-2.34384, -0.34163, -1.83206], [-3.25342, -0.33865, -0.44823], [-3.66820, 1.62475, -1.86607], [-3.32512, 2.14178, -0.24935], [-2.25380, 3.50475, -1.59321], [-1.44084, 2.32491, -2.65150], [0.47276, 4.10412, -1.81210], [0.96032, 2.40890, -2.24425], [1.52430, 3.17695, -0.76253], [0.06311, 3.32722, 1.22568], [-1.69181, 3.13076, 1.05987], [-0.81342, 4.47669, 0.27152], [1.64899, 0.80904, -0.24200], [5.33197, -1.48152, 0.89136], [6.12235, -0.93410, -0.31264], [7.48710, -1.62488, -0.32276], [5.38670, -1.34071, -1.60073], [4.12842, -0.53050, -1.83284], [4.42397, 0.97238, -1.76769], [5.17726, 1.39523, -0.50405], [5.75838, 2.78562, -0.79541], [4.24192, 1.55034, 0.69575], [6.33144, 0.50718, -0.31331], [7.02054, 0.87504, 0.88161], [5.62178, -2.51244, 1.09359], [5.55663, -0.91827, 1.80444], [4.24476, -1.40945, 0.82638], [8.02646, -1.37696, -1.23677], [8.06903, -1.34728, 0.55425], [7.33053, -2.70388, -0.28246], [6.05526, -1.25191, -2.46219], [5.18272, -2.40723, -1.47410], [3.73001, -0.78542, -2.81982], [3.33335, -0.79892, -1.12809], [3.46638, 1.49600, -1.81071], [5.04050, 1.22825, -2.63341], [5.04046, 3.35293, -1.39311], [6.67190, 2.73718, -1.39522], [6.01532, 3.34354, 0.10599], [3.79516, 0.59701, 0.98033], [3.44445, 2.26090, 0.47781], [4.80081, 1.87276, 1.57397], [7.71173, 1.45423, 0.54644], [-1.52997, 2.29979, 4.46758], [-2.63247, 2.04743, 5.49763], [-3.85124, 2.89652, 5.14466], [-3.04567, 0.56405, 5.34250], [-3.77256, 0.00467, 6.57324], [-3.08520, 0.34657, 7.88304], [-2.74079, 1.82668, 8.02471], [-3.97649, 2.67494, 8.36286], [-1.80394, 1.93556, 9.22507], [-2.03311, 2.19558, 6.82151], [-1.39523, 3.45790, 6.95852], [-0.96138, 3.21089, 4.65464], [-0.82062, 1.47332, 4.43037], [-1.94618, 2.41063, 3.46538], [-4.10327, 2.85777, 4.08415], [-4.75100, 2.66204, 5.71289], [-3.68070, 3.96523, 5.33492], [-3.82978, 0.50116, 4.57867], [-2.24180, -0.07709, 4.98090], [-4.80617, 0.37935, 6.60275], [-3.94429, -1.07168, 6.48037], [-2.16662, -0.25904, 7.91762], [-3.60793, -0.01579, 8.77364], [-4.86018, 2.50441, 7.75176], [-3.68706, 3.72451, 8.23674], [-4.26073, 2.58116, 9.41195], [-2.17682, 1.42494, 10.11324], [-1.59480, 2.97212, 9.49388], [-0.84535, 1.45059, 9.00397], [-0.47451, 3.21496, 7.10138], [-2.97145, -3.12336, -4.56034], [-2.98314, -4.53152, -3.90962], [-4.14376, -4.55409, -2.91267], [-3.29591, -5.57091, -4.98039], [-2.12077, -5.87758, -5.89241], [-0.90556, -6.26414, -5.04991], [-0.56402, -5.30113, -3.91550], [0.33548, -6.06874, -2.95027], [0.28802, -4.14982, -4.51392], [-1.75707, -4.89035, -3.21042], [-1.41704, -3.93268, -2.21412], [-3.93754, -2.97818, -5.03736], [-2.70810, -2.32011, -3.86453], [-2.20037, -2.98738, -5.32443], [-3.91208, -3.97257, -2.01921], [-5.08957, -4.21887, -3.33465], [-4.27653, -5.58207, -2.56385], [-3.59951, -6.50706, -4.50501], [-4.12263, -5.16986, -5.57047], [-2.42457, -6.63636, -6.61499], [-1.89841, -4.99778, -6.51279], [-0.02562, -6.33292, -5.69054], [-1.12002, -7.29015, -4.72760], [1.19034, -6.54680, -3.42736], [-0.25624, -6.88083, -2.51233], [0.63852, -5.45172, -2.10439], [1.10125, -4.56438, -5.10788], [0.77327, -3.61710, -3.69253], [-0.30280, -3.47301, -5.12683], [-1.48075, -3.08535, -2.67833], [-3.92890, 0.19126, -6.47511], [-3.11833, 0.51379, -7.74499], [-3.60542, -0.45105, -8.82893], [-3.42934, 1.93501, -8.20800], [-2.78629, 2.95881, -7.29313], [-1.28129, 2.74310, -7.13836], [-0.87885, 1.29757, -6.78501], [0.58361, 1.10528, -7.20539], [-0.98504, 1.06823, -5.27354], [-1.68870, 0.35905, -7.56988], [-1.33684, -0.98113, -7.27580], [-3.64802, -0.79912, -6.11608], [-3.74276, 0.89105, -5.65920], [-5.00438, 0.23450, -6.65064], [-3.41326, -0.08926, -9.84324], [-3.14398, -1.43555, -8.75778], [-4.68253, -0.61486, -8.76296], [-3.04475, 2.09037, -9.21952], [-4.51195, 2.06843, -8.20670], [-2.95061, 3.99662, -7.60580], [-3.25626, 2.98752, -6.30102], [-0.95213, 3.37186, -6.30733], [-0.75427, 3.05655, -8.04180], [1.15901, 2.03104, -7.17364], [0.68646, 0.65315, -8.19310], [1.11286, 0.41795, -6.53380], [-0.88875, -0.00510, -5.07518], [-1.90297, 1.40723, -4.79890], [-0.11513, 1.50167, -4.77148], [-0.69565, -1.19597, -7.96041]],
  "mulliken_charge": [-2.40, 1.30, -0.80, -1.58, 1.01, -0.73, 2.23, -1.45, -2.12, 0.46, -0.50, 0.34, 0.39, 0.53, 0.53, 0.10, -0.13, 0.48, 0.45, -1.16, 0.45, 0.26, -0.12, -0.04, 0.38, 0.39, 0.48, 0.23, 0.45, 0.34, -1.99, 2.74, -2.67, -0.77, -0.87, -0.75, 1.58, -1.84, -1.73, -0.07, 1.13, 0.53, 0.02, 0.42, 0.01, 0.59, 0.63, -0.22, 0.40, 0.48, 0.40, 0.22, -0.01, 0.43, 0.25, 0.42, 0.09, 0.33, 0.48, -0.31, -1.77, 1.92, -2.01, -1.54, 0.06, -1.33, 2.08, -2.12, -1.57, 0.11, -0.47, 0.44, 0.40, 0.14, 0.46, 0.42, 0.40, 0.38, 0.43, 0.65, -0.28, 0.11, 0.49, 0.40, 0.50, 0.41, -0.12, 0.56, 0.53, 0.36, -0.08, 1.28, -1.64, -0.87, -1.17, -1.12, 1.35, -1.84, -1.72, 1.44, -0.64, 0.41, -1.30, 0.19, 0.39, 0.31, 0.41, 0.31, 0.25, 0.40, 0.44, 0.25, 0.49, 0.25, 0.38, 0.46, 0.48, 0.42, 0.25, 0.42, -1.88, 2.43, -2.23, -1.34, -0.44, -1.30, 2.03, -2.06, -1.57, -0.18, -0.28, 0.67, 0.02, 0.30, 0.26, 0.36, 0.50, 0.36, 0.46, 0.44, 0.12, 0.50, 0.34, 0.37, 0.47, 0.34, 0.50, 0.31, 0.21, 0.27, -1.45, 1.65, -1.90, -1.22, -0.64, -1.37, 2.22, -1.97, -2.00, -0.03, -0.24, 0.04, 0.26, 0.57, 0.41, 0.35, 0.40, 0.36, 0.44, 0.44, 0.26, 0.40, 0.44, 0.45, 0.37, 0.41, 0.18, 0.20, 0.68, 0.30]
}

Least stable = #one